Entry from the Open Molecules 2025 dataset: the molecule C4H8N2S at a distorted geometry (wB97M-V/def2-TZVPD).

The geometry in ORCA input format:
```
! RIJCOSX wB97M-V def2-TZVPD def2/J DEFGRID3
* xyz 0 1
S -2.777 -0.303 0.057
N 0.245 -1.761 -0.255
N 0.802 0.562 -0.081
C -1.261 0.143 0.481
C 0.024 -0.399 0.077
C 2.940 1.693 0.072
C 2.203 0.310 -0.231
H 2.588 -0.386 0.555
H 4.090 1.717 -0.098
H 2.508 2.128 1.075
H -0.559 -2.272 -0.790
H -1.147 1.126 1.216
H 2.631 -0.311 -1.216
H 2.616 2.415 -0.575
H 0.923 -1.663 -1.125
*
```

total energy = -18090.3274 eV
relative energy (zero: lowest compared OMol25 entry of this formula, charge and spin) = 3.415 eV
SMILES string = CC/N=C(\N)C=S
orbital gap = 8.18 eV
LUMO = -0.82 eV

Atom charges from the natural (NBO) analysis, given in e for atoms 1 to 4: S 0.0638; N -0.8292; N -0.4331; C -0.2878



Entry from the Open Molecules 2025 dataset: the molecule C4H8N2S2 at a distorted geometry (wB97M-V/def2-TZVPD).

The geometry in ORCA input format:
```
! RIJCOSX wB97M-V def2-TZVPD def2/J DEFGRID3
* xyz 0 1
S -0.810 -1.340 -0.363
S 1.079 1.406 -0.054
N 2.892 -0.578 0.035
N 0.731 -1.263 0.373
C -0.741 1.375 -0.192
C -2.962 0.258 0.155
C -1.455 0.169 0.406
C 1.660 -0.279 0.063
H 1.161 -2.170 0.541
H -3.481 -0.570 0.601
H -1.000 1.453 -1.284
H -3.185 0.231 -0.906
H -3.363 1.170 0.562
H -1.225 0.098 1.456
H -1.075 2.285 0.318
H 3.489 0.205 -0.071
*
```

total energy = -28928.0725 eV
relative energy (zero: lowest compared OMol25 entry of this formula, charge and spin) = 0.236 eV
SMILES string = [H]/N=C1/NS[C@H](C)CS1
orbital gap = 9.33 eV
LUMO = 0.70 eV

Atom charges from the natural (NBO) analysis, given in e for atoms 1 to 4: S 0.3987; S 0.2039; N -0.7012; N -0.7933



Entry from the Open Molecules 2025 dataset: the molecule C4H8N2S2 at a distorted geometry (wB97M-V/def2-TZVPD).

The geometry in ORCA input format:
```
! RIJCOSX wB97M-V def2-TZVPD def2/J DEFGRID3
* xyz 0 1
S 0.397 -2.413 -0.352
S 2.988 -0.669 -0.139
N 0.356 -0.632 -0.259
N -1.042 1.021 -0.989
C 1.509 0.079 -0.119
C 1.436 1.547 0.170
C -0.952 -0.087 -0.342
C -2.051 -0.813 0.475
H -1.914 1.521 -0.825
H 2.433 1.821 0.496
H 1.295 2.130 -0.754
H -2.831 -0.130 0.747
H 1.748 -2.352 -0.315
H -2.409 -1.702 -0.063
H 0.663 1.893 0.845
H -1.624 -1.214 1.425
*
```

total energy = -28927.3156 eV
relative energy (zero: lowest compared OMol25 entry of this formula, charge and spin) = 0.993 eV
SMILES string = [H]/N=C(\C)N(S)C(C)=S
orbital gap = 8.86 eV
LUMO = 0.27 eV

Atom charges from the natural (NBO) analysis, given in e for atoms 1 to 4: S 0.1073; S -0.1130; N -0.5482; N -0.6407



Entry from the Open Molecules 2025 dataset: the molecule C4H8N2Si at a distorted geometry (wB97M-V/def2-TZVPD).

The geometry in ORCA input format:
```
! RIJCOSX wB97M-V def2-TZVPD def2/J DEFGRID3
* xyz 0 1
Si -1.055 -0.893 0.365
N 0.625 -0.333 0.267
N 2.574 0.133 -0.573
C 1.515 -0.540 -0.776
C -2.462 0.438 -0.883
C 1.251 0.577 1.135
C 2.443 0.864 0.570
H 0.782 0.760 2.056
H -2.301 1.462 -0.676
H 3.354 1.219 0.953
H 1.322 -1.349 -1.443
H -1.558 -0.418 1.664
H -1.232 -2.304 -0.154
H -1.793 0.341 -1.730
H -3.466 0.044 -0.777
*
```

total energy = -15134.0835 eV
relative energy (zero: lowest compared OMol25 entry of this formula, charge and spin) = 0.664 eV
SMILES string = C[SiH2]n1ccnc1
orbital gap = 9.94 eV
LUMO = 0.85 eV

Atom charges from the natural (NBO) analysis, given in e for atoms 1 to 4: Si 1.1702; N -0.7526; N -0.4464; C 0.1800



Entry from the Open Molecules 2025 dataset: an isolated ion of composition C4H8N3 and charge +1 at a distorted geometry (wB97M-V/def2-TZVPD).

The geometry in ORCA input format:
```
! RIJCOSX wB97M-V def2-TZVPD def2/J DEFGRID3
* xyz 1 1
N 0.114 1.008 0.439
N -2.164 0.110 0.473
N -0.275 -1.813 0.127
C -1.388 -0.755 -0.186
C -1.056 0.632 -0.349
C 1.014 -1.270 -0.286
C 1.343 0.200 0.089
H 1.717 0.770 -0.723
H -3.115 0.329 0.235
H 1.183 -1.346 -1.287
H 0.233 1.991 0.577
H -0.080 0.537 1.247
H 1.980 0.463 0.991
H -1.276 1.125 -1.370
H 1.769 -1.984 0.021
*
```

total energy = -8735.4618 eV
relative energy (zero: lowest compared OMol25 entry of this formula, charge and spin) = 7.320 eV
SMILES string = C1C[NH2+][C@@H]2NC2=N1
orbital gap (alpha / beta) = 8.78 / 9.20 eV
LUMO (alpha / beta) = -5.00 / -4.99 eV

Atom charges from the natural (NBO) analysis, given in e for atoms 1 to 4: N -0.4896; N -0.5461; N -0.2903; C 0.3732



Entry from the Open Molecules 2025 dataset: an isolated ion of composition C4H8N3 and charge +1 at a distorted geometry (wB97M-V/def2-TZVPD).

The geometry in ORCA input format:
```
! RIJCOSX wB97M-V def2-TZVPD def2/J DEFGRID3
* xyz 1 3
N 0.486 0.684 1.387
N -0.775 0.222 -0.828
N 0.745 -0.989 0.307
C -0.051 0.171 0.181
C -1.592 1.269 -1.253
C 0.796 -1.972 -0.500
C 1.356 -0.428 1.571
H 1.423 -2.868 -0.182
H -2.683 0.930 -0.887
H 2.442 -0.312 1.345
H 1.260 -0.941 2.452
H -1.605 1.213 -2.420
H -1.392 2.264 -0.778
H 0.146 -2.145 -1.429
H -0.052 1.245 2.112
*
```

total energy = -8735.1943 eV
relative energy (zero: lowest compared OMol25 entry of this formula, charge and spin) = 2.134 eV
orbital gap (alpha / beta) = 7.70 / 7.38 eV
<S²> = 2.0204
LUMO (alpha / beta) = -3.16 / -8.06 eV

Atom charges from the natural (NBO) analysis, given in e for atoms 1 to 4: N -0.4561; N -0.2334; N -0.3329; C 0.5092



Entry from the Open Molecules 2025 dataset: a 2-piece molecular cluster, C4H8N3 overall at a distorted geometry (wB97M-V/def2-TZVPD).

The geometry in ORCA input format:
```
! RIJCOSX wB97M-V def2-TZVPD def2/J DEFGRID3
* xyz 1 3
N 0.006 0.473 0.368
N 0.787 2.417 -0.867
N 0.149 -0.515 1.083
C -0.819 -1.015 1.892
C -0.063 -0.089 -2.478
C 0.451 1.277 -0.401
C -0.266 -2.074 2.600
H -1.818 -0.886 1.672
H 0.707 -2.334 2.646
H 1.110 3.301 -0.395
H 0.821 0.233 -3.057
H -0.192 -1.131 -1.990
H 0.972 2.478 -1.862
H -0.889 0.555 -2.500
H -0.952 -2.689 3.290
*
```

total energy = -8733.9624 eV
relative energy (zero: lowest compared OMol25 entry of this formula, charge and spin) = 3.366 eV
orbital gap (alpha / beta) = 8.16 / 7.19 eV
<S²> = 2.0383
LUMO (alpha / beta) = -4.02 / -6.72 eV

Atom charges from the natural (NBO) analysis, given in e for atoms 1 to 4: N -0.1354; N -0.7946; N -0.1855; C -0.0270



Entry from the Open Molecules 2025 dataset: an isolated ion of composition C4H8N3O and charge +1 at a distorted geometry (wB97M-V/def2-TZVPD).

The geometry in ORCA input format:
```
! RIJCOSX wB97M-V def2-TZVPD def2/J DEFGRID3
* xyz 1 1
O 2.362 0.605 -2.336
N 0.654 -1.382 0.843
N 1.633 0.979 -1.495
N -0.369 1.033 -0.194
C 0.922 -1.206 -0.340
C -1.253 0.203 0.673
C -0.244 -0.672 1.611
C 0.390 0.111 -1.114
H 0.116 0.067 2.232
H -0.925 -1.316 2.097
H -2.008 0.774 1.174
H -0.196 -0.170 -1.937
H 1.510 -1.679 -1.054
H -1.111 1.673 -0.618
H 0.380 1.445 0.391
H -1.861 -0.464 0.065
*
```

total energy = -10784.0883 eV
relative energy (zero: lowest compared OMol25 entry of this formula, charge and spin) = 6.213 eV
SMILES string = O=N[C@H]1C=NCC[NH2+]1
orbital gap (alpha / beta) = 8.86 / 8.86 eV
LUMO (alpha / beta) = -4.86 / -4.86 eV

Atom charges from the natural (NBO) analysis, given in e for atoms 1 to 4: O -0.1628; N -0.3347; N 0.1466; N -0.5305